# 1
The following is a quantum chemistry calculation of a 2-piece molecular cluster, C2H10N overall, from the OMol25 dataset.

Last column: Mulliken charge in e.
Geometry (Å):
C1 -0.7522 -2.4772 0.7265  -1.028
H1 -1.5633 -1.8241 0.3721  0.248
H2 0.0914 -2.4292 0.0222  0.248
H3 -1.1172 -3.5128 0.7913  0.276
H4 -0.4198 -2.1426 1.7202  0.262
C2 0.3747 1.7033 -1.1734  -0.747
N1 0.5672 1.3906 0.2776  -0.270
H5 0.9607 1.0068 -1.7964  0.328
H6 0.7053 2.7329 -1.3906  0.338
H7 -0.6896 1.6103 -1.4475  0.328
H8 0.2568 0.4204 0.4875  0.218
H9 1.5696 1.4769 0.5411  0.399
H10 0.0165 2.0449 0.8694  0.399

Results
Charge: +1


# 2
The following is a quantum chemistry calculation of C21H27Cl3N3O8RuSSi as an isolated structure, from the OMol25 dataset.

Last column: Mulliken charge in e.
Geometry (Å):
Ru1 -0.1630 0.1526 -0.2237  -0.069
C1 0.8367 1.4945 -3.8427  -0.810
C2 -0.4094 0.7546 -3.5321  -0.025
N1 -0.7386 0.2298 -2.3661  0.046
C3 -1.9757 -0.3443 -2.5200  0.068
C4 -2.4037 -0.1718 -3.8018  0.286
N2 -1.3986 0.5286 -4.4211  -0.106
C5 -3.6157 -0.5558 -4.5608  0.546
O1 -4.5278 -1.2277 -3.9031  -0.572
O2 -3.7118 -0.2384 -5.7287  -0.665
C6 -2.6123 -1.0242 -1.3595  0.586
O3 -3.7196 -1.5687 -1.5193  -0.873
O4 -1.9464 -0.9799 -0.2870  -0.569
H1 1.6538 1.0199 -3.3028  -0.121
H2 0.7551 2.5369 -3.5280  0.258
H3 1.0466 1.4712 -4.9117  0.421
H4 -1.4352 0.7993 -5.3912  0.263
H5 -4.2439 -1.3913 -2.9292  0.443
Cl1 -1.3404 -1.0648 3.1264  -0.349
Si1 0.2931 -0.5038 1.9405  0.266
Cl2 1.3277 0.7996 3.2161  -0.287
Cl3 1.5044 -2.2178 1.9524  -0.369
C7 3.2781 4.5776 3.8696  -1.510
C8 3.7314 4.5590 2.4364  0.736
C9 2.8139 4.5138 1.3934  -0.350
C10 3.2343 4.4850 0.0721  -0.197
C11 4.5911 4.4894 -0.2081  0.149
C12 5.5277 4.5314 0.8176  -0.626
C13 5.0924 4.5700 2.1294  -0.588
S1 5.1493 4.3635 -1.8803  1.099
O5 6.4583 4.9484 -1.9484  -0.703
O6 4.0771 4.8131 -2.7194  -0.658
N3 5.3557 2.7745 -2.1788  -0.180
C14 4.1989 1.8767 -2.1761  -0.777
C15 4.0195 1.1023 -0.8728  0.175
C16 2.6512 0.4297 -0.8932  0.113
O7 2.4572 -0.5305 -1.6454  -0.669
O8 1.7834 0.9741 -0.1324  -0.246
H6 2.2337 4.8751 3.9507  0.362
H7 3.8824 5.2660 4.4615  0.439
H8 3.3733 3.5847 4.3135  0.273
H9 1.7540 4.4915 1.6161  0.146
H10 2.5188 4.4517 -0.7384  0.396
H11 6.5829 4.5533 0.5795  0.440
H12 5.8184 4.6115 2.9331  0.402
H13 6.2056 2.4189 -1.7626  0.325
H14 4.2975 1.1810 -3.0100  0.327
H15 3.3226 2.4930 -2.3800  0.255
H16 4.0904 1.7721 -0.0164  0.016
H17 4.7849 0.3268 -0.7941  0.335
C17 -1.9022 2.7006 2.3660  -1.616
C18 -1.9659 2.3988 0.8599  2.631
C19 -2.0058 3.7244 0.0840  -1.669
C20 -3.2171 1.5849 0.5529  -1.815
C21 -0.6675 1.7282 0.4922  0.257
H18 -2.7586 3.3181 2.6497  0.462
H19 -0.9873 3.2384 2.6250  0.227
H20 -1.9297 1.7797 2.9485  0.286
H21 -2.9089 4.2810 0.3458  0.451
H22 -2.0175 3.5456 -0.9938  0.342
H23 -1.1395 4.3474 0.3188  0.289
H24 -4.1017 2.1248 0.9016  0.514
H25 -3.1850 0.6118 1.0397  0.300
H26 -3.3278 1.4248 -0.5218  0.238
H27 0.1838 2.4013 0.6945  0.254

Results
Charge: -1


# 3
The following is a quantum chemistry calculation of a 2-piece molecular cluster, C14H32BFINO2P overall, from the OMol25 dataset.

Last column: Mulliken charge in e.
Geometry (Å):
C1 1.4528 -0.1322 4.3000  -0.977
B1 1.3469 0.5039 2.8865  0.414
O1 1.8068 -0.1532 1.7663  -0.579
P1 0.5751 2.2649 2.6242  0.534
C2 2.3600 3.0518 2.4189  -0.896
C3 2.6774 3.9839 3.5597  -0.569
F1 3.9647 4.4860 3.4528  -0.310
C4 -1.3069 1.5140 2.8268  -0.788
C5 -2.1288 2.4799 3.5672  0.095
O2 -2.4170 2.4931 4.7110  -0.444
I1 -2.6326 4.1958 2.3068  -0.048
H1 1.0975 0.5167 5.1015  0.354
H2 2.5062 -0.3734 4.4833  0.364
H3 0.9059 -1.0800 4.3599  0.349
H4 2.3104 0.4189 1.1746  0.303
H5 0.3230 3.1398 3.6987  0.015
H6 0.2621 2.6190 1.3018  -0.059
H7 3.1302 2.2641 2.4332  0.369
H8 2.4612 3.5792 1.4647  0.487
H9 2.6202 3.4664 4.5238  0.304
H10 1.9942 4.8385 3.5879  0.348
H11 -1.2718 0.5852 3.4103  0.443
H12 -1.7357 1.3351 1.8393  0.346
C6 -1.3846 -4.5319 -3.2971  -1.188
C7 -0.1404 -4.1021 -2.5163  -0.463
C8 -0.2972 -2.9301 -1.5555  -0.530
N1 -0.2573 -1.5230 -2.1239  0.243
C9 -0.4288 -0.5880 -0.9433  -0.779
C10 -0.6380 0.8619 -1.3356  -0.247
C11 -1.8186 1.0062 -2.2865  -0.850
C12 -1.5877 0.1318 -3.5121  -0.814
C13 -1.3660 -1.3229 -3.1296  -0.581
C14 1.0710 -1.2812 -2.7586  -0.950
H13 -1.5551 -3.9447 -4.1977  0.302
H14 -1.2761 -5.5671 -3.6156  0.403
H15 -2.2810 -4.4737 -2.6770  0.298
H16 0.7071 -3.9532 -3.1876  0.253
H17 0.1526 -4.9329 -1.8712  0.402
H18 0.5074 -2.9458 -0.8195  0.404
H19 -1.2443 -3.0084 -1.0205  0.431
H20 -1.2972 -0.9548 -0.3939  0.303
H21 0.4524 -0.7198 -0.3158  0.559
H22 -0.8088 1.4241 -0.4159  -0.049
H23 0.2640 1.2838 -1.7862  0.342
H24 -1.9544 2.0472 -2.5747  0.434
H25 -2.7375 0.6939 -1.7805  0.330
H26 -0.7412 0.5071 -4.0926  0.341
H27 -2.4498 0.1588 -4.1794  0.423
H28 -1.0955 -1.9115 -4.0020  0.319
H29 -2.2647 -1.7493 -2.6822  0.457
H30 1.1779 -1.9250 -3.6259  0.381
H31 1.8485 -1.5012 -2.0304  0.306
H32 1.1414 -0.2455 -3.0720  0.467

Results
Charge: +1


# 4
The following is a quantum chemistry calculation of an isolated molecule of C5H10O2, from the OMol25 dataset.

Last column: Mulliken charge in e.
Geometry (Å):
O1 2.7866 -0.2199 -0.7529  -0.519
C1 1.7724 -0.8790 -0.0312  -0.703
C2 0.4046 -0.3567 -0.4282  0.369
C3 -0.7767 -0.8555 0.3924  -0.672
C4 -1.7845 0.2781 0.1928  -0.558
C5 -0.8846 1.5208 0.0894  -0.484
O2 0.4268 1.0522 -0.2058  -0.429
H1 2.6027 0.7257 -0.6556  0.356
H2 1.9081 -0.7571 1.0570  0.325
H3 1.8483 -1.9475 -0.2592  0.309
H4 0.2410 -0.5498 -1.5011  0.199
H5 -0.4859 -0.9346 1.4469  0.300
H6 -1.1548 -1.8303 0.0716  0.376
H7 -2.5137 0.3407 1.0051  0.329
H8 -2.3345 0.1323 -0.7433  0.265
H9 -0.8391 2.0832 1.0295  0.284
H10 -1.2167 2.1976 -0.7073  0.251

Results
SMILES string: OC[C@H]1CCCO1


Number 1: LUMO level -4.137 eV, Kohn-Sham gap 12.64 eV, strongest force on any atom 0.0233 hartree/bohr. Number 2: LUMO level 2.325 eV, Kohn-Sham gap 7.94 eV, strongest force on any atom 0.0092 hartree/bohr. Number 3: LUMO level -2.630 eV, Kohn-Sham gap 8.19 eV, strongest force on any atom 0.0177 hartree/bohr. Number 4: LUMO level 1.015 eV, Kohn-Sham gap 10.77 eV, strongest force on any atom 0.0072 hartree/bohr.